C34H52CrN10O3S as an isolated structure at a distorted geometry, computed with ωB97M-V with the def2-TZVPD basis set.

Each line ends with the Mulliken spin population.
Element x y z (Å)
Cr -0.38 -0.36 -0.45  1.015
C -0.41 2.58 2.62  -0.001
C -0.07 1.49 1.66  0.041
N -0.89 1.07 0.73  -0.061
N -2.13 1.57 0.62  0.004
C -2.84 0.92 -0.28  0.007
O -2.37 -0.06 -0.94  0.002
C -4.24 1.35 -0.48  0.001
C -4.82 2.31 0.35  -0.002
C -6.13 2.70 0.15  0.001
C -6.87 2.13 -0.88  -0.001
C -6.30 1.18 -1.71  0.001
C -4.99 0.79 -1.51  -0.002
C 1.16 0.73 1.72  0.004
C 2.13 0.90 2.71  0.012
C 3.19 0.02 2.78  -0.005
C 3.28 -1.00 1.84  0.012
C 2.32 -1.06 0.85  0.001
N 1.28 -0.24 0.77  0.011
H -1.43 2.90 2.42  0.000
H 0.26 3.43 2.50  0.003
H -0.33 2.24 3.65  0.003
H -4.24 2.74 1.16  -0.001
H -6.58 3.43 0.79  0.000
H -7.90 2.42 -1.03  0.000
H -6.88 0.73 -2.50  0.000
H -4.53 0.03 -2.14  0.000
H 2.05 1.72 3.41  0.001
H 3.94 0.13 3.55  0.000
H 4.09 -1.72 1.87  0.000
H 2.40 -1.81 0.07  0.000
C -1.65 -4.02 1.39  0.001
C -1.02 -2.94 0.59  -0.009
N -1.14 -1.68 0.88  -0.007
O -1.99 -1.39 1.94  0.001
C -0.17 -3.18 -0.54  0.031
C 0.24 -4.53 -1.03  -0.008
N 0.22 -2.06 -1.09  -0.022
O 1.11 -1.97 -2.00  0.003
H -1.53 -3.80 2.45  0.000
H -1.20 -4.98 1.17  0.000
H -2.72 -4.06 1.19  0.000
H -1.99 -0.42 2.05  0.002
H 0.85 -5.05 -0.29  0.002
H 0.82 -4.40 -1.94  -0.001
H -0.64 -5.14 -1.25  0.001
C 5.20 -3.54 -5.03  0.000
C 3.99 -2.77 -4.51  0.000
C 4.16 -1.28 -4.81  0.000
C 2.91 -0.43 -4.50  -0.001
N 2.85 0.03 -3.13  0.001
C 3.02 1.27 -2.70  0.003
S 2.65 1.66 -1.11  -0.001
N 3.46 2.27 -3.50  0.000
C 4.69 2.23 -4.29  0.000
C 5.85 2.80 -3.48  0.000
C 7.14 2.92 -4.30  0.000
C 7.76 1.58 -4.67  0.000
H 5.13 -4.59 -4.78  0.000
H 6.11 -3.14 -4.60  0.000
H 5.26 -3.44 -6.11  0.000
H 3.88 -2.92 -3.43  0.000
H 3.08 -3.13 -4.99  0.000
H 4.39 -1.17 -5.87  0.000
H 5.01 -0.90 -4.23  0.000
H 2.02 -1.03 -4.70  0.000
H 2.88 0.45 -5.16  0.000
H 2.41 -0.62 -2.48  0.001
H 3.38 3.16 -3.04  0.000
H 4.54 2.83 -5.19  0.000
H 4.90 1.20 -4.58  0.000
H 6.02 2.16 -2.60  0.000
H 5.57 3.79 -3.11  0.000
H 7.86 3.49 -3.71  0.000
H 6.92 3.49 -5.20  0.000
H 7.98 1.00 -3.78  0.000
H 8.69 1.74 -5.21  0.000
H 7.11 1.00 -5.32  0.000
C -1.63 4.73 -2.21  0.000
C -1.06 4.08 -0.96  -0.001
N -0.31 2.91 -1.33  0.002
C -0.72 2.03 -2.28  -0.014
N -0.26 0.79 -2.24  -0.046
C -0.63 -0.06 -3.35  0.011
C -0.71 0.72 -4.66  0.002
C -1.77 1.79 -4.48  -0.001
N -1.52 2.51 -3.25  -0.001
C -2.37 3.66 -3.00  -0.001
H -0.83 5.14 -2.82  0.000
H -2.31 5.53 -1.95  0.000
H -1.87 3.81 -0.27  0.000
H -0.38 4.77 -0.45  0.000
H 0.40 2.56 -0.69  0.005
H -1.60 -0.52 -3.15  -0.004
H 0.12 -0.85 -3.43  0.001
H -0.97 0.06 -5.48  0.000
H 0.26 1.19 -4.87  0.001
H -2.78 1.34 -4.46  0.000
H -1.75 2.51 -5.31  0.000
H -3.27 3.34 -2.45  0.000
H -2.69 4.06 -3.97  0.000

Its total energy is -96396.456 eV. The calculation puts the gap between HOMO and LUMO (spin up / spin down) at 6.304 / 6.276 eV. Its charge is +1. As for the LUMO energy (spin up / spin down): -3.5 / -3.6 eV. As for the expectation value of S²: 0.7646. Its spin multiplicity is 2.



A 8-piece molecular cluster, C34H52F4INO16S overall at a distorted geometry, computed with ωB97M-V with the def2-TZVPD basis set.

Each line ends with the Löwdin charge.
Element x y z (Å)
C 0.46 -0.14 3.21  -0.202
C -1.16 -0.36 3.07  -0.730
I -2.18 0.85 4.58  0.803
C -1.74 -0.16 1.53  -0.241
N -0.92 0.79 0.69  -0.251
C -0.72 0.31 -0.73  -0.152
C 0.48 -0.85 -0.70  -0.011
C 1.83 -0.19 -1.45  -0.202
F 1.59 0.16 -2.86  0.013
F 2.90 -1.26 -1.46  -0.035
F 2.36 0.97 -0.64  -0.003
S -1.45 2.44 0.79  0.873
O -1.68 3.16 -0.56  -0.328
O -2.72 2.68 1.65  -0.381
F -0.17 3.30 1.61  -0.253
H 1.04 -1.14 2.91  0.086
H 0.67 0.07 4.37  0.064
H 0.89 0.77 2.62  0.076
H -1.37 -1.50 3.35  0.094
H -2.91 0.08 1.53  0.134
H -1.66 -1.25 1.04  0.120
H -1.69 -0.27 -1.09  0.119
H -0.35 1.12 -1.49  0.141
H 0.16 -1.86 -1.18  0.116
H 0.77 -1.00 0.43  0.120
O 2.61 -5.46 -3.80  0.080
C 3.48 -4.75 -4.27  -0.472
C 3.45 -3.25 -4.30  -0.086
C 4.53 -2.93 -5.30  -0.151
C 5.47 -4.10 -5.14  -0.163
O 4.65 -5.21 -4.80  0.041
H 3.69 -2.87 -3.31  0.106
H 2.47 -2.88 -4.63  0.134
H 5.01 -1.96 -5.14  0.123
H 4.11 -2.93 -6.31  0.125
H 6.20 -3.94 -4.34  0.119
H 6.01 -4.31 -6.07  0.132
O 8.97 -4.21 -5.43  0.096
C 9.13 -3.04 -5.12  -0.462
C 9.96 -2.55 -3.97  -0.082
C 9.49 -1.13 -3.82  -0.165
C 9.08 -0.76 -5.23  -0.172
O 8.61 -1.98 -5.81  0.019
H 11.01 -2.61 -4.24  0.137
H 9.76 -3.13 -3.07  0.124
H 10.24 -0.46 -3.41  0.122
H 8.61 -1.09 -3.16  0.122
H 9.93 -0.40 -5.82  0.128
H 8.29 -0.01 -5.24  0.127
O -2.53 -2.82 -0.27  0.090
C -2.06 -3.70 -0.98  -0.438
C -2.60 -5.09 -1.11  -0.080
C -1.45 -5.81 -1.77  -0.159
C -0.78 -4.72 -2.56  -0.150
O -0.98 -3.53 -1.80  -0.004
H -3.49 -5.07 -1.75  0.140
H -2.84 -5.51 -0.13  0.133
H -1.76 -6.66 -2.38  0.125
H -0.77 -6.19 -1.00  0.126
H -1.23 -4.59 -3.55  0.137
H 0.29 -4.90 -2.68  0.117
O -4.86 3.58 4.83  0.069
C -5.00 4.66 4.28  -0.454
C -3.90 5.49 3.69  -0.074
C -4.57 6.84 3.54  -0.155
C -6.01 6.47 3.34  -0.174
O -6.21 5.28 4.10  0.017
H -3.62 5.07 2.72  0.124
H -3.04 5.54 4.36  0.138
H -4.16 7.43 2.72  0.124
H -4.45 7.41 4.47  0.099
H -6.25 6.26 2.29  0.128
H -6.69 7.25 3.71  0.113
O -4.24 8.22 6.96  0.103
C -5.39 7.85 7.07  -0.454
C -6.00 7.28 8.32  -0.082
C -7.27 6.65 7.80  -0.161
C -7.59 7.52 6.61  -0.165
O -6.33 7.94 6.09  0.001
H -6.21 8.09 9.02  0.137
H -5.34 6.54 8.77  0.134
H -8.07 6.61 8.53  0.121
H -7.06 5.63 7.46  0.127
H -8.17 8.41 6.89  0.130
H -8.14 6.96 5.84  0.127
O -3.36 -0.25 -2.84  0.095
C -4.28 0.24 -2.22  -0.450
C -5.70 0.35 -2.71  -0.084
C -6.29 1.36 -1.75  -0.164
C -5.48 1.14 -0.50  -0.161
O -4.18 0.75 -0.95  0.005
H -6.18 -0.62 -2.62  0.137
H -5.73 0.71 -3.74  0.133
H -7.36 1.24 -1.60  0.122
H -6.11 2.37 -2.14  0.126
H -5.89 0.35 0.12  0.134
H -5.39 2.06 0.09  0.131
O 8.05 -3.32 -0.66  0.098
C 6.89 -3.69 -0.55  -0.451
C 6.28 -4.26 0.70  -0.083
C 5.02 -4.89 0.18  -0.157
C 4.69 -4.03 -1.01  -0.169
O 5.95 -3.60 -1.53  0.024
H 6.08 -3.45 1.40  0.138
H 6.94 -5.01 1.15  0.133
H 4.21 -4.93 0.91  0.122
H 5.22 -5.92 -0.16  0.128
H 4.11 -3.14 -0.73  0.116
H 4.14 -4.58 -1.78  0.114

Its total energy is -100154.040 eV. The calculation puts the gap between HOMO and LUMO at 8.884 eV. Its charge is 0. As for the LUMO energy: 0.0 eV. The SMILES is C[C@@H](I)CN(CCC(F)(F)F)S(=O)(=O)F.O=C1CCCO1.O=C1CCCO1.O=C1CCCO1.O=C1CCCO1.O=C1CCCO1.O=C1CCCO1.O=C1CCCO1. The energy above the lowest of the compared OMol25 structures with the same formula, charge and spin comes out at 6.5756 eV. Its spin multiplicity is 1.



C34H52N2O4 in the gas phase at a distorted geometry, computed with ωB97M-V with the def2-TZVPD basis set.

Each line ends with the Löwdin charge.
Element x y z (Å)
C -6.50 -1.77 -4.30  -0.134
C -6.66 -3.37 -4.10  -0.254
C -5.74 -4.17 -5.18  -0.223
C -4.20 -4.24 -4.64  -0.215
C -3.63 -5.76 -4.69  -0.216
C -2.24 -5.85 -3.85  -0.219
C -0.93 -5.87 -4.78  -0.218
C 0.44 -5.89 -3.92  -0.205
C 1.33 -4.54 -4.08  -0.204
C 1.58 -3.78 -2.68  -0.212
C 3.11 -3.34 -2.45  -0.226
C 3.45 -2.98 -0.92  -0.210
C 3.36 -1.39 -0.58  -0.190
C 2.16 -1.01 0.41  -0.201
C 2.62 -0.38 1.82  -0.153
C 1.86 1.03 2.07  -0.086
C 2.60 2.41 1.88  0.043
C 1.87 3.78 2.12  -0.127
C 2.57 5.21 1.98  -0.194
C 4.03 5.20 1.32  -0.209
C 4.61 6.69 1.03  -0.171
C 3.53 7.63 0.25  -0.209
N 2.95 8.56 1.29  0.011
C 1.66 9.11 0.85  -0.416
C 0.61 9.77 1.89  -0.027
O 1.34 9.07 -0.37  -0.005
C 0.36 3.79 2.56  0.039
C -0.40 2.46 2.77  -0.031
C 0.36 1.10 2.52  0.001
C -0.50 -0.23 2.78  -0.225
O -0.44 -1.26 2.06  0.057
C -1.50 -0.12 4.05  -0.132
N -1.61 -1.32 4.90  -0.051
C -0.17 -1.78 5.11  -0.066
C -2.10 -1.02 6.27  -0.398
C -1.42 0.05 7.28  -0.016
O -3.09 -1.70 6.66  0.051
C -2.20 1.11 4.26  0.073
C -1.93 2.36 3.27  -0.266
O -2.83 3.15 2.89  0.044
H -5.87 -1.51 -5.22  0.069
H -7.56 -1.34 -4.46  0.071
H -6.08 -1.26 -3.37  0.069
H -6.29 -3.69 -3.06  0.098
H -7.76 -3.64 -4.30  0.099
H -5.79 -3.64 -6.20  0.106
H -6.10 -5.25 -5.22  0.096
H -4.21 -3.82 -3.57  0.108
H -3.55 -3.60 -5.33  0.109
H -4.41 -6.42 -4.17  0.104
H -3.54 -6.14 -5.76  0.114
H -2.31 -6.82 -3.23  0.110
H -2.22 -4.95 -3.14  0.109
H -0.93 -5.04 -5.58  0.109
H -0.98 -6.87 -5.37  0.108
H 1.04 -6.81 -4.27  0.107
H 0.18 -6.08 -2.82  0.097
H 0.74 -3.82 -4.77  0.104
H 2.33 -4.79 -4.59  0.108
H 0.91 -2.85 -2.68  0.112
H 1.30 -4.53 -1.85  0.106
H 3.75 -4.27 -2.71  0.108
H 3.46 -2.50 -3.16  0.115
H 4.56 -3.27 -0.76  0.104
H 2.85 -3.64 -0.20  0.105
H 3.15 -0.84 -1.57  0.108
H 4.34 -1.03 -0.11  0.099
H 1.49 -1.94 0.59  0.103
H 1.45 -0.24 -0.09  0.119
H 3.76 -0.26 1.88  0.109
H 2.31 -1.06 2.71  0.110
H 3.69 2.38 1.55  0.094
H 1.81 5.91 1.48  0.105
H 2.70 5.61 3.06  0.132
H 4.74 4.75 2.10  0.115
H 4.09 4.54 0.39  0.115
H 4.85 7.24 2.00  0.110
H 5.57 6.56 0.41  0.110
H 2.73 6.93 -0.16  0.112
H 3.99 8.20 -0.64  0.131
H 2.73 7.98 2.11  0.097
H 0.39 9.07 2.79  0.080
H -0.38 10.04 1.38  0.089
H 1.05 10.74 2.34  0.087
H -0.17 4.78 2.76  0.110
H 0.21 -2.44 4.26  0.101
H -0.11 -2.40 6.07  0.111
H 0.53 -0.87 5.24  0.106
H -0.49 0.49 6.75  0.082
H -1.16 -0.44 8.28  0.098
H -2.17 0.91 7.36  0.091
H -2.94 1.24 5.11  0.121

Its total energy is -47260.417 eV. The calculation puts the gap between HOMO and LUMO at 7.880 eV. Its charge is 0. As for the LUMO energy: -1.2 eV. The energy above the lowest of the compared OMol25 structures with the same formula, charge and spin comes out at 0.0000 eV. Its spin multiplicity is 1.



C34H52N7O2PPt as an isolated structure, computed with ωB97M-V with the def2-TZVPD basis set.

Each line ends with the Mulliken spin population.
Element x y z (Å)
Pt -0.05 -0.09 -0.19  1.312
O -0.09 1.10 -2.12  0.081
C 0.68 2.29 -2.35  0.002
C -0.22 3.49 -2.20  0.004
C -1.05 3.44 -0.92  0.009
C -0.35 3.16 0.39  0.000
C 0.06 4.27 1.14  0.007
C 0.55 4.11 2.42  -0.005
C 0.57 2.83 2.96  0.008
C 0.18 1.78 2.17  -0.013
N -0.25 1.91 0.90  0.144
H -0.92 1.10 -2.62  -0.005
H 1.18 2.24 -3.31  -0.002
H 1.43 2.28 -1.56  0.004
H -0.91 3.53 -3.05  -0.001
H 0.38 4.40 -2.25  0.000
H -1.84 2.70 -1.04  0.010
H -1.56 4.40 -0.81  -0.001
H -0.04 5.25 0.71  0.001
H 0.86 4.97 3.00  0.000
H 0.89 2.65 3.98  0.000
H 0.19 0.78 2.55  0.010
N -3.10 0.83 -1.68  0.002
C -3.13 -0.47 -1.26  0.003
N -4.10 -1.24 -1.68  0.005
C -4.08 -2.50 -1.22  -0.003
N -4.97 -3.35 -1.68  -0.001
N -3.21 -2.94 -0.28  0.001
C -2.27 -2.11 0.05  -0.043
N -2.10 -0.87 -0.46  0.053
C -1.30 -2.54 1.10  0.041
C -1.39 -3.80 1.67  -0.005
C -0.49 -4.14 2.67  0.000
C 0.47 -3.22 3.05  0.001
C 0.51 -1.99 2.42  -0.019
N -0.36 -1.65 1.46  0.116
H -3.95 1.13 -2.13  0.000
H -2.69 1.47 -1.03  -0.006
H -5.66 -3.05 -2.35  0.000
H -5.01 -4.29 -1.31  0.000
H -2.17 -4.47 1.34  0.001
H -0.53 -5.12 3.13  0.000
H 1.18 -3.44 3.83  0.001
H 1.25 -1.25 2.67  0.030
O 2.06 0.01 0.34  0.169
P 3.32 -0.75 -0.14  -0.012
C 3.96 0.02 -1.67  0.002
C 3.03 -0.12 -2.90  -0.008
C 3.35 -1.32 -3.79  0.001
C 4.80 -1.29 -4.23  0.000
C 5.72 -1.33 -3.02  0.000
C 5.44 -0.18 -2.06  0.000
C 2.89 -2.52 -0.23  -0.018
C 4.00 -3.51 -0.60  -0.001
C 3.57 -4.93 -0.21  -0.001
C 2.06 -5.15 -0.40  0.000
C 1.53 -4.25 -1.51  0.010
C 1.63 -2.78 -1.09  0.085
C 4.66 -0.59 1.08  0.009
C 5.34 0.79 1.15  0.001
C 4.62 1.80 2.04  0.000
C 4.37 1.24 3.43  0.000
C 3.55 -0.04 3.31  -0.001
C 4.29 -1.09 2.49  0.002
H 3.86 1.06 -1.33  0.000
H 3.17 0.79 -3.51  0.000
H 1.98 -0.12 -2.59  0.014
H 2.67 -1.32 -4.64  0.000
H 3.17 -2.25 -3.25  0.000
H 4.99 -0.38 -4.80  0.000
H 5.02 -2.13 -4.90  0.000
H 6.77 -1.27 -3.33  0.000
H 5.62 -2.29 -2.51  0.000
H 5.75 0.74 -2.54  0.000
H 6.07 -0.28 -1.18  0.000
H 2.62 -2.72 0.82  0.009
H 4.94 -3.26 -0.11  0.000
H 4.18 -3.46 -1.67  0.000
H 3.85 -5.14 0.82  0.000
H 4.13 -5.64 -0.83  0.000
H 1.53 -4.92 0.53  0.000
H 1.86 -6.20 -0.61  0.000
H 0.49 -4.49 -1.75  -0.001
H 2.11 -4.42 -2.43  0.001
H 0.75 -2.55 -0.49  0.015
H 1.60 -2.14 -1.97  -0.012
H 5.40 -1.29 0.67  -0.001
H 5.47 1.22 0.15  0.000
H 6.35 0.63 1.54  0.000
H 3.66 2.09 1.59  -0.001
H 5.23 2.71 2.09  0.000
H 3.85 1.97 4.05  0.000
H 5.33 1.03 3.92  0.000
H 2.62 0.22 2.80  -0.003
H 3.30 -0.44 4.29  0.000
H 3.72 -2.02 2.45  0.000
H 5.23 -1.34 3.00  0.000

Its total energy is -63153.779 eV. The calculation puts the gap between HOMO and LUMO (spin up / spin down) at 7.843 / 8.329 eV. Its charge is +2. As for the LUMO energy (spin up / spin down): -5.7 / -6.3 eV. As for the expectation value of S²: 2.0047. Its spin multiplicity is 3.



A 5-piece molecular cluster, C34H52O7 overall at a distorted geometry, computed with ωB97M-V with the def2-TZVPD basis set.

Each line ends with the Löwdin charge.
Element x y z (Å)
C 3.59 -1.61 2.24  0.036
C 3.90 -1.73 0.96  -0.119
C 2.83 -1.76 -0.06  -0.129
C 2.58 -2.84 -0.80  0.066
C 1.50 -2.88 -1.78  -0.369
O 1.25 -3.90 -2.38  0.089
C 0.73 -1.63 -2.01  -0.095
C -0.25 -1.69 -2.99  0.010
C -1.03 -0.57 -3.22  0.002
C -0.85 0.60 -2.49  -0.147
C -1.80 1.74 -2.82  -0.125
C -3.20 1.47 -2.19  -0.175
C -3.65 2.50 -1.13  -0.200
C -3.39 2.08 0.33  -0.228
C -2.46 3.02 1.13  -0.097
C 0.17 0.70 -1.51  -0.068
C 0.39 2.00 -0.78  -0.133
C 1.64 2.74 -1.33  -0.153
C 2.57 3.33 -0.25  -0.172
C 4.05 3.32 -0.69  -0.228
O 4.92 2.65 0.20  -0.187
C 4.92 3.18 1.51  -0.115
C 0.96 -0.46 -1.27  -0.008
C 2.03 -0.50 -0.24  -0.257
O 2.29 0.43 0.48  0.124
H 2.58 -1.75 2.59  0.073
H 4.33 -1.35 2.98  0.062
H 4.93 -1.83 0.65  0.112
H 3.19 -3.72 -0.67  0.133
H -0.42 -2.59 -3.57  0.110
H -1.81 -0.61 -3.98  0.124
H -1.41 2.70 -2.50  0.094
H -1.93 1.72 -3.90  0.111
H -3.16 0.51 -1.69  0.101
H -3.93 1.36 -2.98  0.103
H -3.21 3.48 -1.34  0.098
H -4.73 2.59 -1.23  0.099
H -4.34 2.06 0.85  0.096
H -3.00 1.06 0.36  0.097
H -2.28 3.93 0.56  0.067
H -2.91 3.32 2.07  0.045
H -1.50 2.56 1.36  0.050
H 0.47 1.82 0.29  0.101
H -0.47 2.64 -0.93  0.080
H 1.30 3.58 -1.94  0.112
H 2.18 2.06 -1.98  0.106
H 2.26 4.37 -0.10  0.109
H 2.43 2.83 0.69  0.090
H 4.14 2.80 -1.64  0.113
H 4.40 4.35 -0.87  0.118
H 5.94 3.25 1.88  0.083
H 4.46 4.17 1.56  0.089
H 4.37 2.51 2.16  0.084
C -0.09 -6.52 -6.81  -0.027
C -0.96 -6.36 -5.58  -0.504
C -0.29 -5.80 -4.35  -0.033
O -2.13 -6.67 -5.59  0.066
H -0.69 -6.93 -7.62  0.079
H 0.31 -5.55 -7.11  0.083
H 0.74 -7.19 -6.60  0.082
H 0.10 -4.81 -4.55  0.064
H 0.53 -6.45 -4.04  0.089
H -1.02 -5.74 -3.54  0.085
C 4.94 -0.66 -5.88  -0.025
C 3.54 -1.05 -5.48  -0.499
C 3.40 -2.13 -4.43  -0.011
O 2.57 -0.53 -5.98  0.073
H 4.89 0.12 -6.64  0.080
H 5.48 -0.28 -5.02  0.084
H 5.47 -1.53 -6.29  0.084
H 3.89 -1.80 -3.50  0.088
H 3.87 -3.05 -4.77  0.094
H 2.35 -2.31 -4.24  0.060
C -0.84 3.21 4.84  -0.027
C -2.29 2.93 5.15  -0.499
C -2.58 1.94 6.25  -0.030
O -3.18 3.48 4.54  0.059
H -0.78 3.93 4.03  0.077
H -0.34 3.61 5.72  0.083
H -0.34 2.29 4.53  0.083
H -2.15 2.29 7.19  0.089
H -2.14 0.97 6.00  0.088
H -3.65 1.83 6.38  0.060
C -5.68 -1.16 7.33  -0.020
C -5.11 -0.38 8.49  -0.495
C -5.30 -0.97 9.87  -0.024
O -4.53 0.67 8.33  0.063
H -5.48 -0.63 6.40  0.080
H -5.23 -2.15 7.28  0.085
H -6.76 -1.27 7.45  0.086
H -4.83 -1.95 9.92  0.085
H -6.37 -1.08 10.09  0.085
H -4.85 -0.32 10.61  0.081

Its total energy is -50431.747 eV. The calculation puts the gap between HOMO and LUMO at 8.037 eV. Its charge is 0. As for the LUMO energy: -1.1 eV. The SMILES is C=CC1=CC(=O)c2ccc(CCCCC)c(CCCCOC)c2C1=O.CC(C)=O.CC(C)=O.CC(C)=O.CC(C)=O. Its spin multiplicity is 1.